1.
ORCA calculation (the ωB97M-V functional and the def2-TZVPD basis) on a 2-piece molecular cluster, C8H7N3OS2 overall.

Geometry as XYZ:
```
21
Properties=species:S:1:pos:R:3:forces:R:3
C 1.4407 -2.5945 -1.1383 -0.15 3.21 0.60
C 0.7685 -2.8954 0.0277 -1.64 -1.95 -0.25
C 1.8144 -1.2400 -1.3151 1.87 0.84 -1.55
C 0.5389 -1.9561 1.0092 1.60 1.96 0.35
C -1.6876 1.8745 0.4558 2.52 -0.85 -0.38
C 1.4968 -0.3250 -0.2774 0.53 -0.10 -1.85
C -0.8530 1.3346 -0.4992 2.37 0.75 -0.86
C -1.3522 2.6543 1.6867 2.10 -2.73 -2.05
N 0.9430 -0.6522 0.8264 -1.16 -1.73 1.82
N -2.9145 1.4415 0.2673 -2.61 0.52 1.70
N -3.1511 0.7022 -0.7084 -1.02 -0.85 -1.59
O 2.2701 1.5612 -1.8659 0.21 0.80 -0.63
S -1.7899 0.4546 -1.6314 1.26 0.29 0.82
S 1.6933 1.5281 -0.5345 -2.84 -2.30 0.20
H 1.4887 -3.3493 -1.8674 0.57 -0.57 -1.02
H 0.2685 -3.9044 -0.0232 0.74 1.06 0.95
H 2.4644 -0.8132 -2.2221 -1.82 -1.21 2.00
H 0.2538 -2.1192 2.0449 -0.61 -0.48 -0.46
H -2.2440 2.9857 2.0136 -2.59 1.80 1.60
H -0.8448 2.0029 2.3749 -0.13 -0.43 0.64
H -0.6038 3.3098 1.3766 0.80 1.97 -0.06
```
Positions in Å, forces in eV/Å.

The total charge is 0. The calculation puts the HOMO energy (alpha / beta) at -9.298 / -9.306 eV. The value obtained for the HOMO-LUMO gap (alpha / beta) is 0.2859 / 0.2861 Ha. The spin multiplicity is 1. The value obtained for the total energy is -1344.75019 a.u.

2.
ORCA calculation (the ωB97M-V functional and the def2-TZVPD basis) on one molecule with the formula C8H7NO.

Geometry as XYZ:
```
17
Properties=species:S:1:pos:R:3:forces:R:3
C 1.4639 0.9825 0.8010 1.42 -1.98 -0.50
C 2.7769 0.6570 1.0771 0.22 -2.02 -1.13
C 1.3724 -1.1859 -0.4721 -0.10 1.19 0.80
C 2.6827 -1.5358 -0.2205 -0.94 2.84 2.02
C 0.6248 -0.0200 0.1485 3.98 -0.70 0.20
C 3.2516 -0.6479 0.7604 -0.34 0.13 -0.86
C -0.6180 -0.1242 0.5088 -3.04 -0.47 -0.36
C -2.7953 0.1541 -0.4170 -0.82 0.35 0.17
N -1.8619 -0.3983 0.5492 1.10 -0.06 0.34
O -2.4530 -1.0206 1.4991 0.23 -0.18 0.06
H 1.1127 1.8031 1.3249 -1.27 1.57 0.47
H 3.4292 1.3097 1.6129 0.18 0.44 0.35
H 0.7880 -1.8585 -1.0100 -1.13 -1.06 -0.84
H 3.0665 -2.4879 -0.5128 0.42 -0.21 -0.28
H -3.4428 -0.6397 -0.7323 -0.02 -0.65 -0.34
H -2.3799 0.6919 -1.2610 0.33 0.09 0.19
H -3.4270 0.7382 0.2365 -0.21 0.72 -0.27
```
Positions in Å, forces in eV/Å.

The total charge is 0. The calculation puts the HOMO energy (alpha / beta) at -8.810 / -7.441 eV. The value obtained for the HOMO-LUMO gap (alpha / beta) is 0.2838 / 0.2481 Ha. The spin multiplicity is 1. The value obtained for the total energy is -438.74278 a.u.

3.
ORCA calculation (the ωB97M-V functional and the def2-TZVPD basis) on one molecule with the formula C8H7NO.

Geometry as XYZ:
```
17
Properties=species:S:1:pos:R:3:forces:R:3
C 2.2805 -0.2036 -0.2212 -0.96 -5.11 0.01
C 1.0954 -0.8803 0.1110 5.83 -2.49 -1.90
C 2.0919 1.1625 -0.1034 0.03 1.98 0.53
C 0.2693 0.0802 0.4089 -5.86 0.48 2.94
C -0.5964 3.3713 0.2593 -1.59 -0.60 0.40
C -0.1094 2.2671 0.0946 1.41 2.22 -0.12
C -1.5328 -1.3883 0.2951 -1.26 0.59 -0.28
C -1.1834 -0.0187 0.7304 0.88 -2.17 0.11
N 0.7842 1.3047 0.1804 -0.95 2.85 -0.29
O -1.8725 -0.2615 -0.5149 -0.21 0.51 0.30
H 3.1459 -0.6662 -0.5574 1.43 -0.70 -0.55
H 0.9944 -1.9444 0.0013 0.01 0.12 0.40
H 2.7781 1.8760 -0.3359 1.22 2.20 -0.50
H -1.5209 3.8813 0.4057 0.29 0.81 -0.31
H -2.4199 -1.8555 0.6608 -0.30 -0.44 0.49
H -0.7607 -2.0123 -0.1142 -0.37 -0.29 0.02
H -1.6865 0.4102 1.6308 0.42 0.04 -1.27
```
Positions in Å, forces in eV/Å.

The total charge is 0. The calculation puts the HOMO energy (alpha / beta) at -4.612 / -8.743 eV. The value obtained for the HOMO-LUMO gap (alpha / beta) is 0.2069 / 0.2406 Ha. The spin multiplicity is 3. As for the expectation value of S²: 2.03. The value obtained for the total energy is -438.69273 a.u.

4.
ORCA calculation (the ωB97M-V functional and the def2-TZVPD basis) on one molecule with the formula C8H7NO2.

Geometry as XYZ:
```
18
Properties=species:S:1:pos:R:3:forces:R:3
O -3.8671 0.6328 -0.7015 0.36 -0.59 0.71
N -3.0096 0.0540 -0.0544 0.44 -1.25 0.97
O -3.1667 -0.8035 0.8430 -0.75 1.59 -1.53
C -1.6149 0.3604 -0.3644 0.45 -3.37 3.77
C -0.6527 -0.3281 0.2831 0.92 6.65 -5.84
C 0.7735 -0.1140 0.0844 0.91 -3.74 -0.42
C 1.6171 -1.2268 -0.2192 2.80 4.24 0.70
C 3.0267 -1.0647 -0.2934 0.80 -2.15 -1.69
C 3.6414 0.1672 -0.1735 -3.18 2.29 2.04
C 2.7996 1.2640 0.2399 2.00 0.52 0.26
C 1.4007 1.0203 0.3742 0.20 6.93 1.18
H -1.4778 0.9073 -1.1698 0.47 3.09 -3.42
H -0.9448 -1.0208 0.8320 -2.39 -6.11 5.30
H 1.2644 -2.1105 -0.4930 -1.80 -3.79 -0.82
H 3.7491 -1.9492 -0.6412 -2.04 1.73 0.98
H 4.6607 0.3989 -0.1050 1.44 -0.41 -0.49
H 3.4539 2.3213 0.5375 -2.69 -3.10 -0.93
H 0.6830 1.9720 0.7019 2.07 -2.55 -0.77
```
Positions in Å, forces in eV/Å.

The total charge is 0. The calculation puts the HOMO energy at -9.601 eV. The SMILES is O=[N+]([O-])/C=C/c1ccccc1. The value obtained for the HOMO-LUMO gap is 0.3239 Ha. The spin multiplicity is 1. The value obtained for the total energy is -514.07159 a.u.

5.
ORCA calculation (the ωB97M-V functional and the def2-TZVPD basis) on a 2-piece molecular cluster, C8H7NO2S overall.

Geometry as XYZ:
```
19
Properties=species:S:1:pos:R:3:forces:R:3
C -0.2869 -1.7013 2.0280 -1.30 -3.02 0.68
C 0.8859 -1.4066 1.3420 1.22 1.28 0.16
C -1.5371 -1.0986 1.7909 1.73 1.31 -1.23
C 0.9109 -0.2176 0.5662 0.60 -1.19 -0.72
C -1.5070 0.0019 0.9419 -0.83 1.22 -0.05
C -0.3054 0.4021 0.3771 -0.11 1.52 0.45
C 1.5565 2.3560 -3.2736 -2.08 -1.24 0.72
C 0.1566 2.2209 -3.0408 1.92 0.16 1.83
N 1.0499 1.2111 -3.5294 -0.01 0.01 -0.37
O -1.5124 2.8191 0.0521 -1.63 -0.39 0.13
O 0.8728 2.8023 0.2079 1.34 -0.44 0.14
S -0.3036 2.1192 -0.2648 0.81 0.24 -2.15
H -0.3634 -2.6458 2.6670 0.58 1.46 -0.76
H 1.8680 -1.9400 1.5095 -1.51 0.44 -0.10
H -2.4819 -1.3650 2.1928 -0.33 -0.59 0.70
H 1.8231 0.1389 0.0115 -1.01 -0.38 0.96
H -2.3527 0.7324 0.7822 0.69 -1.29 0.23
H 2.5215 2.7479 -3.1713 1.09 0.71 -0.11
H -0.6562 2.7438 -3.4529 -1.19 0.19 -0.50
```
Positions in Å, forces in eV/Å.

The total charge is 0. The calculation puts the HOMO energy (alpha / beta) at -8.463 / -8.286 eV. The value obtained for the HOMO-LUMO gap (alpha / beta) is 0.3072 / 0.2678 Ha. The spin multiplicity is 1. The value obtained for the total energy is -912.25069 a.u.

6.
ORCA calculation (the ωB97M-V functional and the def2-TZVPD basis) on a 2-piece molecular cluster, C8H7NO3 overall.

Geometry as XYZ:
```
19
Properties=species:S:1:pos:R:3:forces:R:3
C 0.0976 1.4856 1.6075 -0.10 -1.25 -1.11
C -0.5544 0.9317 0.5769 -0.89 1.09 -0.15
N -1.6457 1.5884 -0.0835 0.39 -3.37 0.00
C -2.3107 0.6516 -0.8912 0.32 -1.47 -1.28
C -1.6232 -0.5212 -0.9737 1.38 0.10 1.42
C -0.4286 -0.3848 -0.0383 -1.13 0.07 -0.75
C 0.5662 -1.2458 0.0996 -1.36 -1.71 0.70
C 1.0201 -2.6192 0.0542 -0.64 3.45 -0.33
O 1.5360 -1.6527 0.9564 0.52 1.44 1.03
H -0.2117 2.4885 1.8355 0.54 0.17 0.81
H 0.8152 0.7999 2.0590 0.08 0.98 0.44
H -1.7560 2.5463 -0.0669 -0.51 1.91 -0.03
H -3.2522 0.7510 -1.4636 0.69 0.78 0.76
H -1.7812 -1.5162 -1.4207 -0.53 1.08 -0.02
H 0.4281 -3.3338 0.4145 -2.23 -2.83 1.80
H 1.6718 -2.8864 -0.6529 2.51 -1.05 -2.75
O 2.9513 1.8774 -0.1375 -0.06 0.02 0.76
C 2.4452 0.9493 -0.6074 0.63 0.54 -1.36
O 2.0323 0.0905 -1.2678 0.38 0.04 0.05
```
Positions in Å, forces in eV/Å.

The total charge is 0. The calculation puts the HOMO energy at -7.106 eV. The SMILES is C=c1[nH]cc/c1=C1\CO1.O=C=O. The value obtained for the HOMO-LUMO gap is 0.2892 Ha. The spin multiplicity is 1. The value obtained for the total energy is -589.40306 a.u.

Maximum force? In order: 4.0; 4.0; 6.6; 8.9; 3.4; 4.0 eV Å⁻¹.